Entry 1:
A gas-phase ion, C8H16Br2NO3 (charge +1), computed with wB97M-V/def2-TZVPD.

Element x y z (Å)
C1 3.11042 -1.15341 0.36801
C2 2.64181 0.23298 0.73087
O1 1.85242 0.74066 -0.34524
C3 1.03967 1.86238 -0.00908
C4 -0.08703 1.91591 -1.01979
C5 -1.16662 0.87993 -0.78457
O2 -1.89959 1.19126 0.40761
C6 -2.33080 0.17716 1.23632
Br1 -0.99601 -0.24118 2.61647
C7 -2.77427 -1.06639 0.46683
Br2 -3.19404 -2.58279 1.55315
N1 -1.74207 -1.47130 -0.56320
C8 -0.56395 -0.51407 -0.70223
O3 0.04383 -0.88937 -1.87974
H1 3.72060 -1.57220 1.16789
H2 2.26922 -1.83732 0.21214
H3 3.70749 -1.13541 -0.54450
H4 3.49778 0.89501 0.90103
H5 2.04825 0.22861 1.65329
H6 0.66529 1.74172 1.01442
H7 1.61277 2.79302 -0.04502
H8 -0.54176 2.90438 -1.07240
H9 0.33753 1.70498 -2.00407
H10 -1.86649 0.89426 -1.63221
H11 -3.19084 0.55089 1.78479
H12 -3.69711 -0.83753 -0.06150
H13 -1.40963 -2.41811 -0.36116
H14 -2.16063 -1.50113 -1.49847
H15 0.06634 -0.64079 0.17535
H16 1.00744 -0.85215 -1.76501

Atomic forces in eV per Å
C 0.0 -0.1 -0.1
C 0.2 0.3 0.1
O -0.1 -0.2 0.1
C 0.1 0.0 0.1
C 0.0 0.0 -0.1
C 0.1 -0.2 0.0
O -0.2 0.1 0.0
C 0.0 0.1 0.0
Br 0.1 0.0 0.1
C -0.1 -0.1 -0.1
Br -0.1 0.0 0.0
N 0.0 0.0 0.0
C 0.0 0.0 0.0
O 0.0 -0.2 0.0
H 0.0 0.0 0.0
H 0.0 0.0 0.0
H 0.0 0.0 0.0
H 0.0 0.0 0.0
H 0.0 -0.1 -0.1
H -0.1 0.1 0.0
H 0.1 -0.1 0.0
H 0.0 0.0 0.1
H 0.0 0.1 0.0
H 0.0 0.0 0.0
H 0.1 0.0 0.1
H 0.1 0.2 -0.1
H 0.1 0.1 0.0
H -0.1 -0.1 0.1
H -0.1 0.0 -0.1
H -0.1 0.2 0.1

Summary:
LUMO (eV): -3.181
Net charge: +1
E_HOMO (eV): -13.31
SMILES: CCOCC[C@@H]1O[C@H](Br)[C@H](Br)[NH2+][C@H]1O
E (Eh): -5742.667663
Kohn-Sham gap (hartree): 0.3721

Löwdin atomic charge list, values in e, 8 entries: -0.060, -0.259, -0.188, -0.183, -0.074, -0.243, -0.083, -0.700



Entry 2:
A molecular structure, C8H16Cl2N2OZr at a distorted geometry, computed with wB97M-V/def2-TZVPD.

Element x y z (Å)
Zr1 1.81065 -0.23514 0.31277
Cl1 0.46025 -2.22443 -0.13110
Cl2 2.42677 2.12809 0.74089
C1 3.48964 -1.18550 1.09316
H1 4.22325 -0.69071 1.75842
H2 3.63711 -2.28168 1.05121
C2 -1.15488 1.17219 -0.80081
C3 0.04205 1.01737 -1.32670
H3 -1.25340 1.62753 0.19236
C4 0.34348 0.10689 -2.48968
H4 0.86563 1.69991 -1.03049
C5 -0.90484 -0.17556 -3.36770
H5 1.17861 0.47214 -3.11434
H6 0.66564 -0.89537 -2.13529
C6 -2.18783 -0.33445 -2.55381
H7 -1.01004 0.66255 -4.06862
H8 -0.72739 -1.07283 -3.97837
C7 -2.41561 0.76924 -1.50002
H9 -3.03439 -0.34887 -3.24053
H10 -2.21582 -1.29790 -2.03853
H11 -2.87224 1.63416 -2.01019
H12 -3.15745 0.43615 -0.75984
N1 0.37170 1.04173 3.88401
C8 0.37591 -0.14778 3.25829
N2 -0.06330 -1.26508 3.86248
O1 0.85334 -0.22265 2.08680
H13 -0.10040 1.19798 4.76659
H14 0.84142 1.81128 3.41747
H15 0.07948 -2.14726 3.38592
H16 -0.56736 -1.25198 4.73565

Atomic forces in eV per Å
Zr 2.4 -1.5 1.0
Cl -0.2 -0.4 -0.2
Cl 0.1 0.1 0.0
C -1.1 0.7 -0.7
H -0.2 -0.2 -0.5
H 0.0 0.5 0.0
C -0.9 0.4 0.7
C 1.5 0.4 -1.1
H 0.0 0.5 -0.6
C -0.2 -0.5 -0.9
H -0.5 -0.7 0.4
C 0.5 0.3 0.0
H -0.4 0.1 0.2
H 0.0 0.6 0.1
C -0.2 -0.1 0.3
H -0.1 -0.1 0.1
H -0.1 0.2 0.2
C -0.3 -0.8 -0.1
H -0.1 0.0 0.0
H 0.3 0.0 0.0
H 0.3 0.1 0.4
H 0.1 0.0 -0.2
N -0.3 0.1 0.2
C 0.9 -0.2 -1.5
N -0.2 0.1 0.0
O -1.5 0.4 2.8
H 0.3 -0.1 -0.3
H -0.2 -0.2 0.0
H -0.1 0.3 0.0
H 0.2 0.0 -0.2

Summary:
LUMO (alpha / beta) (eV): 0.078 / 0.078
E_HOMO (alpha / beta) (eV): -6.43 / -6.43
E (Eh): -1466.672677
Kohn-Sham gap (alpha / beta) (hartree): 0.2393 / 0.2393

Löwdin atomic charge list, values in e, 8 entries: 0.922, -0.051, -0.102, -0.358, -0.077, -0.082, -0.103, -0.272



Entry 3:
A molecular structure, C8H16ClFeO20S4 at a distorted geometry, computed with wB97M-V/def2-TZVPD.

Element x y z (Å)
Fe1 4.73819 -21.17728 -18.14173
Cl1 1.86801 -20.98713 -18.63167
O1 2.18367 -22.40459 -18.30746
O2 2.71142 -20.11196 -17.77154
O3 2.52620 -20.89803 -19.85515
O4 0.47668 -20.73398 -18.52240
C1 2.98691 -17.94783 -21.75211
C2 3.01964 -16.69259 -20.90264
O5 3.62331 -17.19795 -19.73867
S1 4.94984 -18.15887 -20.08544
O6 5.34584 -19.14657 -19.07177
O7 5.94499 -17.30790 -20.73579
O8 3.96996 -18.84803 -21.21810
H1 3.09842 -17.79496 -22.82556
H2 2.08158 -18.52627 -21.56803
H3 1.96483 -16.47208 -20.73879
H4 3.46679 -15.80688 -21.35398
C3 -1.77856 -23.92222 -18.70607
C4 -2.33137 -22.54415 -19.21689
O9 -3.62150 -22.70271 -19.74894
S2 -4.33720 -24.17938 -19.21186
O10 -4.86260 -25.00190 -20.32159
O11 -5.27168 -23.96176 -18.09601
O12 -2.87680 -24.82015 -18.70910
H5 -1.44446 -23.65316 -17.70403
H6 -1.00351 -24.34828 -19.34314
H7 -1.57833 -22.27223 -19.95655
H8 -2.27176 -21.79133 -18.43087
C5 1.79765 -23.83426 -23.00745
C6 1.65195 -23.76731 -21.47908
O13 0.43325 -23.41021 -21.11865
S3 -0.46539 -22.96721 -22.42805
O14 -0.41628 -21.47817 -22.57143
O15 -1.78223 -23.59085 -22.56791
O16 0.51767 -23.66160 -23.49388
H9 2.26717 -24.73584 -23.40091
H10 2.32856 -22.98937 -23.44608
H11 2.34191 -23.10695 -20.95374
H12 1.84715 -24.72993 -21.00646
C7 -1.53351 -18.33552 -19.65724
C8 -0.33330 -18.19241 -20.54151
O17 -0.53823 -16.90291 -20.99421
S4 -2.13660 -16.22239 -21.13426
O18 -2.74492 -16.06564 -22.47340
O19 -2.35560 -15.16215 -20.16615
O20 -2.62880 -17.67267 -20.38096
H13 -1.39870 -17.97308 -18.63814
H14 -1.98984 -19.31915 -19.54603
H15 -0.38510 -18.76788 -21.46576
H16 0.60615 -18.33940 -20.00867

Atomic forces in eV per Å
Fe -2.9 2.2 -0.9
Cl 0.3 -3.4 1.5
O 0.1 0.6 1.8
O 0.8 -0.2 1.4
O 0.3 1.8 -4.2
O 1.3 0.5 -0.3
C -0.6 -0.6 -0.6
C -0.8 -0.6 -1.3
O 2.3 -0.1 3.6
S -3.0 3.4 -5.1
O -0.9 -0.3 -0.1
O -1.4 -2.4 2.2
O 3.2 -1.2 0.8
H 0.4 -0.1 0.2
H -0.1 0.3 -0.2
H 0.2 0.3 0.8
H 0.6 -0.3 0.3
C -1.1 1.2 0.1
C 1.4 -0.7 -0.2
O -1.0 -1.9 0.5
S -1.2 -0.9 -0.4
O 1.9 2.4 2.4
O 2.7 0.0 -2.2
O -1.6 0.3 -0.1
H 0.2 -1.0 0.2
H -0.1 0.2 0.2
H -0.6 0.5 -0.6
H -0.5 -0.1 0.1
C 1.5 1.1 -0.1
C 4.6 -1.8 0.6
O -5.4 1.5 -0.4
S -2.4 2.5 -1.9
O 0.4 -3.9 0.8
O 3.2 1.0 1.1
O -2.5 -0.2 0.0
H -0.4 -0.2 0.2
H 0.7 0.1 0.5
H 0.4 0.3 -0.6
H 0.1 -0.4 -0.3
C -2.2 -0.9 0.0
C -1.8 -0.8 -0.7
O 0.6 5.1 -1.8
S -1.5 -2.6 1.7
O 2.5 -1.0 3.2
O 1.3 -1.3 -1.7
O 0.3 1.6 -0.7
H 0.0 0.7 -0.2
H 0.6 -0.3 -0.2
H 0.1 -1.0 0.4
H 0.0 0.5 0.0

Summary:
LUMO (alpha / beta) (eV): -8.201 / -8.666
Net charge: +1
Multiplicity: 5
Relative energy (zero: lowest compared OMol25 entry of this formula, charge and spin) (kJ/mol): 195.0
E_HOMO (alpha / beta) (eV): -12.71 / -12.71
E (Eh): -5134.964208
Kohn-Sham gap (alpha / beta) (hartree): 0.1656 / 0.1485

Löwdin atomic charge list, values in e, 8 entries: 1.418, 0.699, -0.342, -0.373, -0.336, -0.207, -0.131, -0.157



Entry 4:
A molecular structure, C8H16CrN4O18 at a distorted geometry, computed with wB97M-V/def2-TZVPD.

Element x y z (Å)
Cr1 -0.36131 1.33099 0.19746
N1 -0.10154 2.05696 -3.03365
O1 0.28020 1.27980 -3.94548
O2 -0.27956 3.23862 -3.25758
O3 -0.30643 1.56690 -1.87973
N2 0.54308 0.64969 3.23228
O4 -0.14509 0.70324 2.16743
O5 1.69501 1.10377 3.22784
O6 0.07221 0.11157 4.25013
N3 -3.03168 3.24426 -0.05854
O7 -4.11734 3.43790 0.52427
O8 -2.69259 3.94555 -1.01926
O9 -2.27401 2.29435 0.31192
N4 0.85270 4.46723 0.31173
O10 0.48539 5.07356 -0.68740
O11 0.51378 3.27787 0.54959
O12 1.61658 5.04622 1.14549
C1 -3.36054 -0.46072 2.37364
C2 -2.51566 -1.69929 2.04492
O13 -2.77169 -2.18723 0.71273
C3 -2.11721 -1.49497 -0.22469
O14 -1.44361 -0.52984 -0.04241
O15 -2.37319 -2.03383 -1.39577
C4 -1.82359 -1.38608 -2.55292
H1 -3.41655 -0.14974 3.41414
H2 -4.38355 -0.57279 2.00266
H3 -2.98380 0.39169 1.80070
H4 -2.89108 -2.47815 2.70675
H5 -1.45727 -1.49640 2.18886
H6 -1.83291 -0.29667 -2.50722
H7 -2.36440 -1.75039 -3.41927
H8 -0.77000 -1.66742 -2.59626
C5 3.49319 -3.09524 0.99065
C6 2.30241 -3.15655 0.04657
O16 1.57023 -1.90375 0.10097
C7 2.03693 -0.81774 -0.47137
O17 1.63863 0.27438 -0.22156
O18 2.99440 -1.04669 -1.38139
C8 3.43318 0.12970 -2.03784
H9 3.12696 -3.18631 2.01249
H10 4.21352 -2.28530 0.93573
H11 4.02777 -4.02122 0.74344
H12 1.54632 -3.87689 0.34495
H13 2.58977 -3.40036 -0.97597
H14 2.65893 0.59845 -2.64596
H15 4.31937 -0.14136 -2.61311
H16 3.80403 0.91224 -1.36994

Atomic forces in eV per Å
Cr 0.7 1.7 -0.2
N 0.1 0.5 -0.5
O 0.0 -0.3 0.4
O 0.0 -0.2 0.2
O -0.1 -0.7 0.0
N 1.5 0.3 0.2
O -0.9 -0.4 0.1
O -0.6 -0.2 -0.1
O -0.3 0.1 -0.7
N -0.1 0.8 -1.1
O 0.4 -0.4 0.2
O -0.2 -0.4 0.6
O -0.7 -0.4 0.6
N 1.2 1.4 0.7
O -0.2 -0.5 -0.1
O 0.0 -0.5 0.1
O -0.7 -0.7 -0.5
C 0.1 0.6 -1.4
C -1.1 0.6 1.4
O 0.5 0.3 -0.2
C -1.1 -0.7 0.0
O 0.8 0.5 0.2
O -0.6 -0.3 -0.6
C 0.9 0.2 0.1
H 0.4 -0.4 0.1
H -0.1 -0.4 0.1
H 0.1 0.1 0.3
H 0.4 -0.4 -0.2
H 0.0 -0.1 0.0
H -0.3 -0.1 0.2
H -0.1 -0.1 0.1
H 0.0 0.0 -0.3
C -0.3 -1.6 0.1
C 0.0 1.4 -0.2
O -0.3 -1.0 0.2
C 0.5 0.0 -0.6
O -0.4 0.6 0.3
O 0.0 -0.4 0.3
C 1.0 1.1 -0.5
H 0.2 0.2 0.1
H -0.4 0.3 -0.5
H 0.3 0.1 0.4
H 0.2 -0.1 0.3
H 0.1 0.3 -0.1
H -0.1 -0.3 -0.1
H -0.3 -0.3 -0.3
H -0.4 -0.3 0.5

Summary:
LUMO (alpha / beta) (eV): 3.980 / 3.979
Net charge: -2
Multiplicity: 5
Relative energy (zero: lowest compared OMol25 entry of this formula, charge and spin) (kJ/mol): 80.2
E_HOMO (alpha / beta) (eV): -1.93 / -2.44
E (Eh): -2931.934231
Kohn-Sham gap (alpha / beta) (hartree): 0.2173 / 0.2358

Löwdin atomic charge list, values in e, 8 entries: 0.854, -0.559, -0.072, 0.046, -0.140, -0.555, -0.130, 0.003